# 1
This record from the OMol25 dataset describes a molecular structure, C34H34BCrF3N5O4S. The level of theory is the ωB97M-V functional and the def2-TZVPD basis.

Properties
E_HOMO (alpha / beta)   -6.684 / -6.207 eV
Net charge   0
Multiplicity   4
Kohn-Sham gap (alpha / beta)   4.744 / 4.267 eV
LUMO level (alpha / beta)   -1.939 / -1.940 eV

Cartesian coordinates (Å):
Cr: 2.7137 -1.9543 1.0794
C: 2.0349 5.3888 -0.6963
C: 1.8370 5.0131 0.7647
N: 1.6056 3.5845 0.9497
C: 2.6769 2.7752 1.1839
C: 2.6468 1.4290 1.3106
C: 4.0040 0.7435 1.5233
O: 4.9504 1.4901 1.7544
O: 4.0295 -0.5126 1.3993
C: 1.3767 0.7611 1.2472
O: 1.1778 -0.4490 1.3695
C: 0.2136 1.6379 0.9905
C: -1.0421 1.0523 0.8699
C: -2.1311 1.8180 0.5602
F: -3.3516 1.2332 0.4901
C: -2.0129 3.1869 0.3151
C: -0.7674 3.7750 0.4452
C: 0.3559 3.0210 0.8092
N: -3.0975 4.0100 -0.1122
C: -3.4767 5.1246 0.7412
C: -3.8279 6.3069 -0.1792
N: -4.1884 5.7230 -1.5191
C: -5.1069 4.5517 -1.3367
C: -4.2723 3.4086 -0.7284
H: 2.2305 6.4576 -0.7910
H: 1.1582 5.1403 -1.2962
H: 2.8841 4.8480 -1.1132
H: 1.0077 5.5631 1.2139
H: 2.7230 5.2663 1.3444
H: 3.6418 3.2615 1.2697
H: -1.1371 -0.0150 1.0269
H: -0.6666 4.8249 0.2032
H: -2.6513 5.4003 1.3924
H: -4.3293 4.8668 1.3827
H: -2.9839 6.9743 -0.3427
H: -4.6827 6.8807 0.1735
H: -3.3172 5.3561 -1.9130
H: -4.5716 6.4263 -2.1472
H: -5.5376 4.2867 -2.2989
H: -5.9020 4.8887 -0.6742
H: -3.9446 2.7208 -1.5074
H: -4.9020 2.8522 -0.0310
C: -0.6374 -2.6223 -3.8476
C: -0.4478 -4.1194 -3.5617
C: -1.4917 -4.9027 -4.3577
C: 0.9479 -4.5451 -4.0379
C: -0.5649 -4.3635 -2.0570
C: -1.5465 -5.1929 -1.4960
C: -1.6285 -5.4044 -0.1296
C: -0.7129 -4.7674 0.6944
S: -0.5403 -4.8377 2.4216
C: 0.8054 -3.7433 2.3149
N: 1.1085 -3.3577 1.1066
C: 0.2684 -3.9288 0.1573
C: 0.3422 -3.7364 -1.2156
C: 1.5797 -3.2676 3.4515
C: 1.2809 -3.6109 4.7711
C: 2.0667 -3.1036 5.7870
C: 3.1390 -2.2690 5.4687
C: 3.4232 -1.9432 4.1512
C: 2.6476 -2.4294 3.0923
H: -0.5945 -2.4394 -4.9243
H: 0.1447 -2.0226 -3.3814
H: -1.6075 -2.2805 -3.4776
H: -1.3589 -4.7004 -5.4221
H: -2.5095 -4.6123 -4.0877
H: -1.3899 -5.9794 -4.2083
H: 1.0292 -4.4150 -5.1196
H: 1.1349 -5.5942 -3.8013
H: 1.7303 -3.9460 -3.5724
H: -2.2602 -5.6962 -2.1328
H: -2.3866 -6.0588 0.2808
H: 1.1258 -3.0960 -1.5918
H: 0.4473 -4.2672 5.0007
H: 1.8574 -3.3561 6.8189
H: 3.7597 -1.8761 6.2664
H: 4.2706 -1.3035 3.9300
O: 2.6493 -0.7242 -3.1297
C: 2.6971 -1.1633 -2.0142
N: 2.7131 -1.6150 -0.9210
F: 3.6976 -4.8426 1.0287
B: 4.0649 -3.5458 1.1813
F: 5.3778 -3.4385 1.4406

Forces on atoms 1 to 3 (eV/Å):
-0.19 0.24 0.15
0.00 0.01 -0.01
-0.02 0.01 -0.01

These are the Löwdin partial charges, in e, on atoms 1 to 5: number 1, Cr, carries 0.684; number 2, C, carries -0.063; number 3, C, carries -0.195; number 4, N, carries -0.038; number 5, C, carries 0.039


# 2
This record from the OMol25 dataset describes 7 unconnected molecules or ions with the total composition C10H33N6O7. The level of theory is the ωB97M-V functional and the def2-TZVPD basis.

Properties
E_HOMO   -6.150 eV
Net charge   -1
Multiplicity   1
Kohn-Sham gap   8.939 eV
LUMO level   2.789 eV

Cartesian coordinates (Å):
C: -0.5875 -0.5180 1.2767
O: -0.6475 0.5317 0.3599
H: -1.5685 -1.0028 1.4161
H: 0.1058 -1.3265 0.9618
H: -0.2315 -0.1780 2.2650
C: -0.1299 -4.3961 -2.3721
C: 0.7730 -3.5395 -1.5195
O: 1.6263 -2.7476 -2.3320
H: -0.5954 -5.1484 -1.7386
H: 0.4195 -4.9152 -3.1639
H: -0.8698 -3.8024 -2.9152
H: 1.3654 -4.2009 -0.8713
H: 0.1636 -2.9193 -0.8525
H: 2.1927 -2.2235 -1.7587
C: 0.5105 4.2650 2.6710
C: 0.2257 2.8340 3.0491
O: -1.0206 2.3832 2.4913
H: 0.3155 4.4339 1.6144
H: 1.5584 4.5259 2.8434
H: -0.1222 4.9475 3.2399
H: 0.1296 2.7296 4.1347
H: 0.9966 2.1222 2.7379
H: -0.8083 1.7148 1.8150
C: 3.4725 -0.9314 1.9180
C: 2.9995 -2.1661 1.1545
O: 2.0787 -2.9481 1.8939
H: 4.4694 -0.6181 1.6063
H: 3.4302 -1.1479 2.9841
H: 2.8295 -0.0697 1.7138
H: 3.8439 -2.8242 0.9380
H: 2.5968 -1.8599 0.1802
H: 1.2521 -2.4499 1.9058
C: -4.2848 1.3694 -0.1528
O: -5.4196 1.7332 -0.4232
N: -4.0151 0.2430 0.5894
N: -3.1334 2.0177 -0.5110
H: -3.0761 -0.0603 0.7844
H: -4.8017 -0.3259 0.8381
H: -2.2854 1.6254 -0.1126
H: -3.1559 2.8062 -1.1251
C: 2.2055 2.4321 -0.8343
O: 3.3829 2.7622 -0.9700
N: 1.1694 3.3013 -0.5944
N: 1.7883 1.1295 -0.9219
H: 0.3126 2.8599 -0.2997
H: 1.3574 4.2815 -0.5510
H: 0.8371 0.8824 -0.6187
H: 2.4743 0.4088 -1.0275
C: -1.7713 -0.8748 -3.2318
O: -1.8006 -1.2232 -4.4248
N: -0.5865 -0.7063 -2.5580
N: -2.9084 -0.6343 -2.5232
H: 0.1915 -1.2896 -2.8275
H: -0.6284 -0.2879 -1.6322
H: -3.8124 -0.6729 -2.9494
H: -2.8134 -0.3318 -1.5695

Forces on atoms 1 to 3 (eV/Å):
0.22 0.52 -0.50
-0.36 -0.13 0.18
0.08 -0.21 0.23

These are the Löwdin partial charges, in e, on atoms 1 to 5: number 1, C, carries -0.280; number 2, O, carries -0.424; number 3, H, carries 0.058; number 4, H, carries 0.037; number 5, H, carries 0.069


# 3
This record from the OMol25 dataset describes a molecular structure, C19H35BrIrN2O4SSi. The level of theory is the ωB97M-V functional and the def2-TZVPD basis.

Properties
Relative energy (zero: lowest compared OMol25 entry of this formula, charge and spin)   3.385 eV
E_HOMO (alpha / beta)   -13.145 / -12.851 eV
Net charge   +2
Multiplicity   2
Kohn-Sham gap (alpha / beta)   5.227 / 4.907 eV
LUMO level (alpha / beta)   -7.919 / -7.944 eV

Cartesian coordinates (Å):
Ir: 0.3698 -1.7393 -0.4698
C: -0.3001 -4.3799 1.7106
C: 0.4457 -4.9244 0.4858
O: 0.2515 -4.1986 -0.6995
C: -0.7978 -4.5591 -1.5962
C: -0.6882 -3.5701 -2.7331
O: -0.8464 -2.2151 -2.2929
C: -2.1708 -1.6955 -2.4890
C: -2.2359 -0.2768 -2.0105
O: -2.0250 -0.2176 -0.6004
C: -2.4783 0.9566 0.0098
C: -2.4035 -3.3648 2.1227
O: -1.5414 -3.6436 1.2900
H: 0.2943 -3.6370 2.2416
H: -0.6331 -5.1770 2.3735
H: 0.2434 -5.9867 0.3309
H: 1.5029 -4.8041 0.7255
H: -1.7766 -4.5403 -1.1075
H: -0.6201 -5.5635 -1.9910
H: -1.4102 -3.7882 -3.5215
H: 0.3149 -3.6371 -3.1514
H: -2.9192 -2.3426 -2.0222
H: -2.3561 -1.6663 -3.5671
H: -3.1984 0.1675 -2.2790
H: -1.4411 0.2775 -2.5180
H: -3.5129 1.2035 -0.2338
H: -1.8309 1.8045 -0.2389
H: -3.2843 -2.8381 1.7616
H: -2.2820 -3.6230 3.1772
C: 4.1931 -0.0174 -2.9867
Si: 2.5870 0.1136 -2.0428
C: 2.8477 1.1142 -0.4791
C: 1.2695 0.9603 -3.0885
C: 2.0088 -1.6468 -1.6657
H: 4.5285 0.9700 -3.3120
H: 4.0940 -0.6423 -3.8761
H: 4.9792 -0.4453 -2.3617
H: 3.4288 2.0123 -0.7025
H: 3.3935 0.5431 0.2737
H: 1.8982 1.4296 -0.0373
H: 1.6915 1.7786 -3.6753
H: 0.4920 1.3933 -2.4526
H: 0.8024 0.2633 -3.7888
H: 2.8340 -2.2260 -1.2371
H: 1.7475 -2.1184 -2.6225
N: 0.0974 1.5629 2.4088
C: -1.1493 1.9282 2.2240
S: -2.3004 0.6456 1.8012
N: -1.5923 3.1579 2.3704
C: -0.8241 4.3334 2.6850
C: 0.4126 4.5657 2.0984
C: 1.1048 5.7207 2.4342
C: 0.5605 6.6301 3.3287
C: -0.6906 6.3976 3.8828
C: -1.3906 5.2456 3.5628
H: 0.3777 0.6023 2.1904
H: 0.7825 2.2057 2.7846
H: -2.5972 3.2653 2.3633
H: 0.8168 3.8989 1.3472
H: 2.0659 5.9152 1.9785
H: 1.1063 7.5275 3.5848
H: -1.1246 7.1132 4.5672
H: -2.3636 5.0561 3.9996
Br: 1.2423 -1.2748 1.7356

Forces on atoms 1 to 3 (eV/Å):
-0.70 0.14 -0.57
0.15 -0.14 0.12
0.01 -0.21 -0.14

These are the Löwdin partial charges, in e, on atoms 1 to 5: number 1, Ir, carries 0.713; number 2, C, carries -0.062; number 3, C, carries -0.149; number 4, O, carries -0.230; number 5, C, carries -0.143


# 4
This record from the OMol25 dataset describes 2 unconnected molecules or ions with the total composition CHClF2N2. The level of theory is the ωB97M-V functional and the def2-TZVPD basis.

Properties
Relative energy (zero: lowest compared OMol25 entry of this formula, charge and spin)   2.107 eV
E_HOMO (alpha / beta)   -9.032 / -9.029 eV
Net charge   0
Multiplicity   1
Kohn-Sham gap (alpha / beta)   9.035 / 9.033 eV
LUMO level (alpha / beta)   0.003 / 0.003 eV

Cartesian coordinates (Å):
C: 0.5247 0.3123 0.4968
N: 0.3294 -0.7933 1.0024
N: -1.0390 0.3717 -0.8894
F: -1.4406 -0.9359 -0.8949
F: -0.4535 0.4784 -2.1363
Cl: 1.4346 1.5896 0.4119
H: 0.6443 -1.0228 2.0095

Forces on atoms 1 to 3 (eV/Å):
-4.46 -4.77 -1.81
0.52 0.99 2.54
1.68 0.31 1.37

These are the Löwdin partial charges, in e, on atoms 1 to 5: number 1, C, carries -0.836; number 2, N, carries 0.084; number 3, N, carries -0.034; number 4, F, carries -0.085; number 5, F, carries -0.106